Molecular formula: C4H16N2O2
Method: DFT, ωB97M-V/def2-TZVPD

Summary:
Total energy = -11464.1237 eV
HOMO-LUMO gap = 12.7 eV
LUMO level = -6.7 eV
Charge = +2
Energy above the lowest of the compared OMol25 structures with the same formula, charge and spin = 312.0 kJ/mol

Geometry (Å):
1 C 0.49 -1.37 0.92
2 O 1.83 -0.97 0.76
3 C -0.25 -0.49 -0.13
4 C -0.91 0.84 0.58
5 C 0.07 1.91 1.19
6 N 1.54 1.57 1.29
7 N -1.36 -1.27 -0.88
8 H 0.49 -2.39 0.57
9 H -0.06 -1.29 1.87
10 H 2.24 -1.67 0.29
11 H 0.50 -0.20 -0.93
12 H -1.63 0.70 1.48
13 H -1.43 1.27 -0.17
14 H -0.32 2.19 2.13
15 H -0.14 2.78 0.52
16 H 2.10 2.30 0.87
17 H 1.69 0.48 0.99
18 H 1.67 1.41 2.21
19 H -2.16 -0.65 -0.84
20 H -1.07 -1.58 -1.89
21 H -1.38 -2.13 -0.31
22 H -1.02 -0.01 -4.08
23 H -0.08 -1.05 -3.30
24 O -0.81 -0.36 -3.14



Molecular formula: C4H16N3O
Method: DFT, ωB97M-V/def2-TZVPD

Summary:
Multiplicity = 2
Total energy = -10902.4884 eV
HOMO-LUMO gap (spin up / spin down) = 7.6 / 7.5 eV
LUMO level (spin up / spin down) = -11.2 / -11.1 eV
Charge = +2
Energy above the lowest of the compared OMol25 structures with the same formula, charge and spin = 425.5 kJ/mol

Geometry (Å):
1 N -2.03 0.01 -2.35
2 C 2.11 -1.27 -0.23
3 C 2.32 0.15 -0.72
4 N 1.73 1.17 0.10
5 C 0.31 1.16 0.38
6 C -0.09 0.43 1.73
7 N -1.49 0.15 1.71
8 H -2.15 -0.51 -3.24
9 H 1.11 -1.60 -0.42
10 H -2.83 0.64 -2.36
11 H 2.32 -1.39 0.83
12 H 2.76 -1.97 -0.73
13 H 3.36 0.44 -0.90
14 H 1.86 0.28 -1.69
15 H 2.28 2.01 0.32
16 H -0.18 0.68 -0.45
17 H -0.09 2.17 0.39
18 H 0.44 -0.53 1.79
19 H 0.18 1.12 2.51
20 H -1.92 0.17 2.65
21 H -1.93 -0.58 1.02
22 H -2.74 -1.90 -0.53
23 H -2.08 -0.58 -1.33
24 O -2.03 -1.29 -0.28



Molecular formula: C4H16N3O3
Method: DFT, ωB97M-V/def2-TZVPD

Summary:
Total energy = -15017.7823 eV
HOMO-LUMO gap = 6.8 eV
LUMO level = 3.5 eV
Charge = -1

Geometry (Å):
1 C -0.42 -1.73 -0.74
2 N -1.58 -0.96 -1.03
3 C -2.30 -0.29 0.18
4 O -1.60 0.47 0.90
5 C 1.08 -0.86 -0.79
6 N 2.08 -1.18 0.20
7 C 1.85 -0.33 1.38
8 N 0.75 -0.56 2.36
9 H -0.22 -2.62 -1.34
10 H -0.47 -2.12 0.29
11 H -1.37 -0.54 -1.96
12 H -2.65 -1.18 0.57
13 H -3.10 0.24 -0.44
14 H 0.85 0.21 -0.82
15 H 1.60 -1.06 -1.76
16 H 2.44 -2.17 0.47
17 H 1.88 0.69 1.15
18 H 2.87 -0.66 1.86
19 H -0.04 0.11 2.05
20 H 0.54 -1.64 2.47
21 H 0.21 3.28 0.86
22 H -0.77 2.31 0.22
23 O -0.31 3.16 -0.04
24 H 0.72 2.25 -2.10
25 H -0.53 1.60 -2.05
26 O 0.41 1.30 -2.17



Molecular formula: C4H16N6
Method: DFT, ωB97M-V/def2-TZVPD

Summary:
Total energy = -13331.8697 eV
HOMO-LUMO gap = 11.4 eV
LUMO level = -6.1 eV
Charge = +2
Energy above the lowest of the compared OMol25 structures with the same formula, charge and spin = 288.2 kJ/mol

Geometry (Å):
1 C 2.94 -1.38 0.67
2 C 1.99 -0.44 -1.41
3 N 3.07 -0.57 -0.60
4 N 1.16 -1.52 -1.63
5 N 1.70 0.79 -2.02
6 H 3.64 0.21 -0.44
7 H 1.40 -2.52 -1.47
8 H 0.43 -1.38 -2.46
9 H 2.42 1.48 -1.94
10 H 0.95 0.86 -2.55
11 H 3.15 -2.47 0.34
12 H 2.04 -1.17 1.31
13 H 3.73 -0.82 1.33
14 C -1.72 2.07 -0.21
15 C -2.44 0.28 1.30
16 N -1.84 1.56 1.17
17 N -3.30 -0.22 0.39
18 N -2.00 -0.68 2.22
19 H -1.01 1.89 1.92
20 H -3.95 0.30 -0.30
21 H -3.51 -1.16 0.55
22 H -1.32 -0.24 2.89
23 H -2.48 -1.39 2.62
24 H -1.06 2.98 -0.29
25 H -2.76 2.33 -0.46
26 H -1.26 1.22 -0.92



Molecular formula: C4H16N8O4
Method: DFT, ωB97M-V/def2-TZVPD

Summary:
Total energy = -24522.9557 eV
HOMO-LUMO gap = 9.7 eV
LUMO level = 0.1 eV
Charge = 0
Energy above the lowest of the compared OMol25 structures with the same formula, charge and spin = 0.0 kJ/mol

Geometry (Å):
1 N 8.07 -16.95 14.65
2 C 9.17 -17.68 15.01
3 N 8.91 -18.84 15.72
4 O 10.30 -17.30 14.74
5 H 8.28 -16.16 14.06
6 H 7.13 -17.29 14.77
7 H 9.75 -19.15 16.17
8 H 8.05 -18.78 16.24
9 N 3.36 -18.35 13.03
10 C 4.66 -18.05 13.33
11 N 5.45 -17.83 12.24
12 O 5.12 -17.99 14.47
13 H 3.07 -18.39 12.07
14 H 2.69 -18.14 13.74
15 H 5.00 -17.81 11.34
16 H 6.26 -17.27 12.45
17 N 5.55 -18.89 8.37
18 C 4.71 -19.10 9.40
19 N 4.93 -20.25 10.11
20 O 3.78 -18.36 9.72
21 H 5.26 -18.31 7.60
22 H 6.35 -19.48 8.25
23 H 5.78 -20.79 10.00
24 H 4.48 -20.34 11.01
25 N 6.02 -20.09 16.84
26 C 5.52 -19.24 17.80
27 N 4.91 -18.14 17.29
28 O 5.61 -19.49 18.99
29 H 6.67 -20.78 17.17
30 H 5.91 -19.87 15.87
31 H 4.46 -17.53 17.94
32 H 4.78 -17.98 16.30